DFT (ωB97M-V/def2-TZVPD) results for a structure of composition C8H13Cl2N3NdO3Pr.

Element x y z (Å)
Pr 0.8991 -1.7835 -5.3673
Nd 0.2685 -0.5057 -1.6030
Cl -0.6922 -0.0616 -4.1067
Cl 2.4295 -1.2866 -3.2921
C -0.9763 -2.2547 -0.5401
C 0.3807 -0.5852 -7.5403
C 0.7415 -2.7569 -7.9698
O -1.5382 -2.9972 0.1563
O 0.0894 -0.0468 -8.5189
O 0.5921 -2.9145 -9.1142
C -2.2504 2.0002 2.0113
N -1.0655 1.3077 2.5052
C -1.0603 1.0450 3.9454
C -0.2325 0.7152 1.6176
N -0.5524 0.7201 0.3191
N 0.8997 0.0724 1.9918
C 1.6216 0.3286 3.2347
C 1.6650 -0.5870 0.8824
H -2.6892 2.5457 2.8526
H -3.0060 1.3047 1.6171
H -1.9747 2.7336 1.2316
H -0.7823 -0.0041 4.1716
H -0.3733 1.7391 4.4807
H -2.0870 1.2122 4.3182
H -1.4221 1.2267 0.1913
H 1.0603 -0.0613 4.0785
H 2.5552 -0.2215 3.1532
H 1.8593 1.3920 3.3684
H 1.1064 -1.4777 0.5244
H 1.9365 0.1328 0.0946
H 2.5977 -0.9315 1.3064

The lowest unoccupied orbital energy (alpha / beta) comes out at -16.23 / -15.17 eV. As for the multiplicity: 6. The total charge is +4. The HOMO energy (alpha / beta) is -20.337 / -20.374 eV.

---

DFT (ωB97M-V/def2-TZVPD) results for the ion C8H13ClNO4S with charge -1.

Element x y z (Å)
C 1.5598 0.8898 -0.9799
C -1.0644 -1.0695 -2.3570
C -2.1171 -0.2047 -2.8985
C -1.8635 -0.2660 -1.4110
C 1.7013 -1.2479 1.0049
C 1.4949 1.1295 2.1709
C -0.4122 -0.4856 2.1631
C 0.7289 -0.0425 1.2901
N 0.3564 0.4770 0.0832
O 1.6071 0.2378 -1.9914
O 2.1589 1.8692 -0.6562
O -0.7151 2.1632 -1.4992
O -1.8974 1.5787 0.6227
S -1.0228 1.1700 -0.4711
Cl -3.0026 -1.0332 -0.4405
H -1.2782 -2.1209 -2.4971
H -0.0251 -0.7887 -2.7246
H -1.7682 0.5859 -3.5161
H -3.0299 -0.6519 -3.2271
H 1.2036 -2.2468 0.6643
H 2.4594 -0.8664 0.2835
H 2.3380 -1.5500 1.9041
H 0.6080 1.5539 2.5964
H 2.0397 1.8598 1.5056
H 2.1414 0.8312 3.0296
H -0.1209 -0.8874 3.2824
H -1.0365 0.3916 2.4015
H -1.0437 -1.2763 1.6673

The lowest unoccupied orbital energy comes out at 3.08 eV. The SMILES is CC(C)(C)N(C(=O)[O-])S(=O)(=O)C1(Cl)CC1. The total charge is -1. As for the energy relative to the best compared isomer or geometry (same formula, charge and spin): 28.8 kcal/mol. The HOMO energy is -5.035 eV.

---

DFT (ωB97M-V/def2-TZVPD) results for a structure of composition C8H13ClO4Ti.

Element x y z (Å)
C -1.1569 -1.1221 -0.6797
C 1.6936 -0.2324 -1.5818
C -1.5490 0.1222 -0.9111
H -1.6342 -1.6429 0.1718
C 1.4139 1.0244 -1.2843
H 2.6690 -0.6251 -1.2300
H -2.3015 0.5433 -0.2157
H 2.1863 1.5885 -0.7315
C -1.0881 1.0770 -1.9729
H -1.8831 1.8317 -2.1417
H -0.9481 0.5759 -2.9374
C -0.1544 -1.9763 -1.4001
H -0.6810 -2.7412 -1.9948
H 0.4147 -2.5411 -0.6424
C 0.8568 -1.2432 -2.3130
H 0.3332 -0.7961 -3.1662
H 1.5254 -2.0157 -2.7447
C 0.1969 1.8490 -1.5890
H 0.4294 2.5722 -2.3888
H -0.0257 2.4637 -0.6999
Ti -0.0012 -0.0601 2.6805
H -1.4643 0.0869 2.0651
O -0.9263 0.5974 6.1915
Cl 0.2640 0.2847 5.4024
O 1.6187 0.1352 5.9391
O -0.1033 -1.1298 4.2675
O 0.3151 1.3739 3.9071

The lowest unoccupied orbital energy (alpha / beta) comes out at -0.82 / -1.62 eV. As for the multiplicity: 3. The total charge is 0. As for the energy relative to the best compared isomer or geometry (same formula, charge and spin): 38.6 kcal/mol. The HOMO energy (alpha / beta) is -8.282 / -9.549 eV.

---

DFT (ωB97M-V/def2-TZVPD) results for a structure of composition C8H13CoNO.

Element x y z (Å)
C -0.3541 -1.2845 -0.1379
C -1.2061 -0.3946 -0.9499
C -2.0825 0.3690 0.0307
C -1.8298 -0.1319 1.3174
C -0.8014 -1.1809 1.2751
Co 0.4807 0.5123 -0.6444
N -0.2129 -1.8761 2.3250
C 1.5955 -0.0344 -1.9852
C 0.6907 0.9220 -2.5779
H -2.9496 1.0318 -0.3007
H -1.3973 -0.5702 -2.0370
H -2.2994 0.0076 2.3229
H -1.1983 -2.2059 1.9618
H 0.1363 -2.1984 -0.5009
H -0.0820 0.5677 -3.2587
H 2.6388 0.2304 -1.8438
H 0.6530 -2.3468 1.9393
H 1.0921 1.9241 -2.7527
H 1.5682 -1.0732 -2.2977
C 1.1669 1.6319 1.7965
O 1.0700 1.8084 0.3825
H 1.3937 2.6598 2.1746
H 2.0260 0.9569 2.0734
H 0.2280 1.3056 2.3450

The lowest unoccupied orbital energy (alpha / beta) comes out at 6.47 / 6.44 eV. As for the multiplicity: 4. The total charge is -2. As for the energy relative to the best compared isomer or geometry (same formula, charge and spin): 0.0 kcal/mol. The HOMO energy (alpha / beta) is 4.156 / 0.311 eV.

---

DFT (ωB97M-V/def2-TZVPD) results for an isolated molecule of C8H13IOS.

Element x y z (Å)
C 2.2681 -1.7605 1.2529
C -0.9091 2.4537 -0.8218
C 0.9938 -1.7718 0.7742
C -0.7834 1.3283 -0.1683
C -2.1086 3.1881 -1.2611
C 0.0072 -2.6829 1.4725
C 0.5308 -0.7984 -0.2427
C 0.4644 0.6136 0.2423
O -1.9825 0.7092 0.3942
S -2.0795 0.6907 2.0344
I 2.2956 1.7078 -0.2307
H 2.9286 -0.9842 0.9699
H 2.4100 -2.5799 1.9419
H -0.0763 2.9843 -1.2891
H -3.1241 2.6226 -1.1184
H -2.3239 3.9815 -0.5524
H -1.9801 3.5876 -2.1974
H -0.7066 -3.1766 0.8869
H -0.6386 -2.1158 2.2296
H 0.5551 -3.4095 2.1281
H -0.4141 -1.0837 -0.7015
H 1.1757 -0.9737 -1.1485
H 0.3802 0.6503 1.3198
H -1.9600 2.0072 2.2705

The lowest unoccupied orbital energy comes out at 0.30 eV. The SMILES is C=C(C)C[C@@H](I)/C(=C/C)OS. The total charge is 0. As for the energy relative to the best compared isomer or geometry (same formula, charge and spin): 0.0 kcal/mol. The HOMO energy is -9.116 eV.

---

DFT (ωB97M-V/def2-TZVPD) results for a cluster of 2 separate species, C8H13N2 in total.

Element x y z (Å)
C -1.1427 1.4986 1.5683
C -0.2126 2.5611 -1.2517
C 1.1630 -2.7082 -2.2486
C 0.6463 -0.3083 -1.8159
C -2.1264 1.6397 2.5094
C -0.3403 1.4681 -0.5459
C 2.3714 -3.5254 -2.0828
C -1.7991 1.5069 3.9558
N 1.1078 -1.4936 -1.9521
N 0.0800 0.1654 -0.7209
H -0.1344 1.3020 1.8975
H -3.1492 1.8589 2.2458
H 0.3385 2.6065 -2.1854
H -0.6463 3.4888 -0.9270
H 0.2811 -3.1976 -2.6682
H 0.8348 0.4017 -2.6176
H 2.1175 -4.4722 -1.6060
H 2.7618 -3.7749 -3.0712
H 3.1436 -3.0101 -1.5169
H -1.9592 2.4690 4.4413
H -0.7688 1.2015 4.1162
H -2.4695 0.7819 4.4158
H -0.0972 -0.4598 0.0600

The lowest unoccupied orbital energy comes out at -3.74 eV. The total charge is +1. As for the energy relative to the best compared isomer or geometry (same formula, charge and spin): 146.7 kcal/mol. The HOMO energy is -12.713 eV.

---

DFT (ωB97M-V/def2-TZVPD) results for the ion C8H13N2 with charge +1.

Element x y z (Å)
C 2.8450 0.5310 1.5015
C 1.8230 -0.5738 -1.2884
C -0.7808 -1.9614 -0.3155
C -2.7570 -0.1151 1.1867
C 1.6354 0.1984 1.1914
C 1.2315 -0.3804 -0.1072
C -0.2007 -0.8303 -0.1299
C -1.0805 0.6568 -0.2407
N -2.3271 0.6335 0.2517
N -1.2738 0.9900 -1.7906
H 3.2471 0.8253 2.4828
H 3.6138 0.4193 0.6932
H 1.2651 -0.9614 -2.0919
H 2.6944 0.0576 -1.4548
H -1.9332 -1.9391 -0.4019
H -0.3147 -2.9162 -0.3349
H -3.9126 -0.0391 1.2820
H -2.1104 -0.6932 1.8778
H 0.9463 0.0344 1.9534
H -0.3423 1.4696 0.0181
H -0.6934 1.7066 -2.2695
H -2.2669 1.2736 -1.7925
H -1.1696 -0.0367 -2.2101

The lowest unoccupied orbital energy comes out at -3.51 eV. The SMILES is C=CC(=C)C(=C)[C@@H]([NH3+])N=C. The total charge is +1. As for the energy relative to the best compared isomer or geometry (same formula, charge and spin): 125.8 kcal/mol. The HOMO energy is -12.679 eV.

---

DFT (ωB97M-V/def2-TZVPD) results for the ion C8H13N2 with charge +1.

Element x y z (Å)
C -0.9146 0.3872 0.1145
C 0.3522 0.4042 0.8920
C -0.5735 -1.4044 -1.3911
C -2.0960 0.8360 0.5212
C -0.2308 -2.6197 -1.5743
C 0.4736 1.4131 1.9934
C -1.0921 0.7079 -2.3190
C 2.4889 -0.6118 1.1991
N -0.8514 -0.1973 -1.2117
N 1.2344 -0.4344 0.5444
H -2.9849 0.7393 -0.0822
H -2.2391 1.2941 1.4836
H 0.8161 -2.8769 -1.6441
H -0.9410 -3.4277 -1.6513
H -0.4835 1.6748 2.4274
H 0.9245 2.3228 1.5957
H 1.1167 1.0292 2.7809
H -2.0031 1.2771 -2.1364
H -0.2585 1.4079 -2.3971
H -1.1873 0.1497 -3.2478
H 2.3578 -1.3380 2.0065
H 2.9078 0.3029 1.6215
H 3.1838 -1.0358 0.4749

The lowest unoccupied orbital energy (alpha / beta) comes out at -3.66 / -6.69 eV. As for the multiplicity: 3. The total charge is +1. As for the energy relative to the best compared isomer or geometry (same formula, charge and spin): 102.5 kcal/mol. The HOMO energy (alpha / beta) is -9.406 / -13.376 eV.

---

DFT (ωB97M-V/def2-TZVPD) results for the ion C8H13N2O2 with charge +1.

Element x y z (Å)
C 2.3259 -1.3975 0.2649
C 1.6858 -1.2181 1.5482
C 2.0716 -0.6292 -0.7716
C 0.6910 -0.3469 1.7687
C -0.9541 -0.7882 -0.1610
C 1.1559 0.5728 -0.5406
C 0.1418 0.4141 0.5743
C -0.8635 2.5041 -0.0269
N -0.6059 -1.8041 -0.9473
N -2.1348 -0.6101 0.3347
O -3.2351 -1.4865 0.2866
O -0.6955 1.4653 0.9428
H 3.0148 -2.3119 0.0141
H 2.0978 -1.7567 2.4414
H 2.5180 -0.7103 -1.7367
H 0.3021 -0.3229 2.6913
H 1.8914 1.4654 -0.1091
H 0.8315 0.7452 -1.5536
H 0.1277 2.9869 -0.5078
H -1.5288 3.1750 0.5479
H -1.5510 2.0233 -0.9236
H 0.2921 -2.1693 -1.1705
H -1.1307 -2.6089 -1.2001
H -2.3143 0.2054 1.0014
H -3.9031 -1.1595 -0.3383

The lowest unoccupied orbital energy comes out at -3.47 eV. The SMILES is CO[C@]1(/C(N)=[NH+]/O)C=CC=CC1. The total charge is +1. As for the energy relative to the best compared isomer or geometry (same formula, charge and spin): 122.1 kcal/mol. The HOMO energy is -12.608 eV.

---

- Number 8 is which compound?
  C8H13N2

---

- What is the total charge in the ninth record?
  +1